111
Properties=species:S:1:pos:R:3:lowdin_spin:R:1 method="wB97M-V/def2-TZVPD" e_tot_ev=-82197.7455 total_charge=+3 homo_lumo_gap_ev="5.79 / 6.30" spin_multiplicity=4
C -4.02160 3.64430 -0.17050 0.00
H -1.87450 -5.57020 -0.25260 0.00
Tc 0.16920 0.20100 0.06860 2.76
H 1.50350 -0.36190 -3.89090 0.00
C 2.14620 -2.96450 -0.17340 -0.01
H 1.51890 -4.92140 -2.84710 0.00
C -2.85490 2.65280 -0.33020 0.00
H -1.14720 4.69420 4.51050 0.00
C 4.11620 0.34630 -0.54830 0.01
H 1.55360 7.14340 1.22840 0.00
H -2.19340 1.82080 2.33300 0.00
H 2.39760 -3.02710 0.87770 0.00
C -1.66070 2.77920 2.38780 0.00
C 1.64310 -2.79100 -2.89810 0.00
C 0.28820 5.41110 1.16550 0.00
C -2.04840 4.07820 4.52530 0.00
N -2.35390 -2.97350 -1.97070 0.01
P 2.52250 -0.17810 0.11870 0.01
H -1.74270 5.51340 0.52280 0.00
C 4.98060 -0.65800 -0.99040 0.00
H 4.64630 -1.68420 -1.05450 0.00
H -5.36480 4.82610 -1.36200 0.00
C 6.70880 0.98140 -1.21900 0.00
C 3.07010 -0.69820 4.61440 0.00
C 1.93860 -4.11410 -0.90950 0.00
H -3.68670 1.56030 -3.47460 0.00
C -3.88000 1.88360 -2.45120 0.00
H 2.69810 2.75620 -0.66600 0.00
H 0.27160 1.81380 2.58970 0.00
H 0.05150 5.24310 2.21530 0.00
H 6.95740 -1.10120 -1.66080 0.00
C 1.67500 -4.02470 -2.26920 -0.01
C -4.91200 3.02220 -2.44480 0.00
H -2.18320 3.19420 -2.33530 0.00
C 1.86650 -1.61890 -2.18650 0.00
H 1.42710 0.49400 -2.33560 0.01
H 6.19350 2.99150 -0.72870 0.00
H 0.24630 -1.88330 1.59830 0.00
C -4.50830 4.16970 -1.51910 0.00
C -0.35660 2.52120 3.14110 0.00
C -2.57320 2.33180 -1.80110 0.00
H -1.45120 5.29040 -1.75970 0.00
S -1.96280 -0.86090 -0.38460 0.15
H 4.02800 3.70430 0.02120 0.00
C 4.20420 -0.50600 3.83860 -0.01
H 0.84760 8.22900 -0.71720 0.00
H 4.97850 -0.27550 1.85980 0.00
C 5.84040 1.97600 -0.79530 0.00
H -0.08890 4.17030 -1.60240 0.00
C 4.52810 1.67840 -0.45460 0.00
H 2.98000 -0.00610 -3.01330 0.00
H -3.11950 1.69970 0.15030 0.00
H 5.17160 -0.40410 4.30240 0.00
N -2.11440 -3.51790 0.13880 0.01
H 3.20260 2.49040 1.01130 0.00
P -1.32880 3.16340 0.60170 0.01
H -2.11490 -3.39320 1.13720 0.00
H 7.72400 1.23540 -1.47270 0.00
H -1.82460 1.53560 -1.87380 0.00
H -0.99600 0.90900 4.42400 0.00
C 0.22290 7.37350 -0.46170 0.00
H 1.46880 -2.74310 -3.96300 0.00
C -1.77420 2.75860 5.23260 0.00
H -5.03750 3.42580 -3.44880 0.00
H 3.15730 -0.75750 5.68510 0.00
C 0.44650 6.25110 -1.46150 0.00
C 1.81970 -0.81780 4.02460 -0.01
H -0.10480 7.49130 1.65560 0.00
H -2.70650 2.19180 5.27130 0.00
C 2.83910 -0.53060 1.86690 0.00
H 1.47470 5.89640 -1.37600 0.00
C 3.56030 2.72290 0.00450 0.00
H -1.85850 -2.74050 -3.96890 0.00
H 0.23980 1.94850 5.11480 0.00
H -2.80590 4.64110 5.07040 0.00
H -1.88340 -4.92970 -2.55800 0.00
H 0.95580 -0.99730 4.64530 0.00
C 6.27930 -0.33230 -1.32480 0.00
C 4.09160 -0.41810 2.45930 0.00
H -5.88070 2.62790 -2.13700 0.00
C 0.51760 6.91820 0.96540 0.00
C 1.68160 -0.72820 2.64300 -0.01
O -0.19350 2.21930 0.15550 0.11
C 1.93540 -0.30110 -2.89550 0.01
H 2.00650 -5.07790 -0.43300 0.00
C -2.10680 -2.52750 -0.75350 0.03
C -0.52850 5.09220 -1.21480 0.00
H 0.31000 6.62300 -2.47770 0.00
H -3.73790 4.49280 0.45390 0.00
C -2.55340 3.81000 3.10170 0.00
C 0.38070 -0.84500 1.94520 -0.09
H -3.72770 4.77290 -1.98710 0.00
C 2.11250 -1.71300 -0.79910 -0.01
H 1.19280 4.84880 0.92660 0.00
H -3.44000 -2.08780 -3.51430 0.00
H -4.27030 1.02120 -1.90640 0.00
H -3.57490 3.42800 3.15740 0.00
H -1.48190 2.95400 6.26330 0.00
H -2.59490 4.76020 2.56940 0.00
C -2.63260 -4.40320 -1.96180 0.00
H -3.61280 -4.59450 -2.40270 0.00
H 0.21140 3.44150 3.25370 0.00
H -3.55550 -5.03840 -0.07390 0.00
C -2.40620 -2.21570 -3.18720 0.00
C -0.85370 4.92380 0.27530 0.00
C -0.67600 1.94810 4.52390 0.00
H -0.44140 -0.63320 2.63100 0.00
H -4.85340 3.14760 0.32910 0.00
H -1.95700 -1.23730 -3.02960 0.00
H -0.80850 7.72470 -0.53990 0.00
C -2.57410 -4.76530 -0.46830 0.00